C26H43BF4OPtSSi2 as an isolated structure at a distorted geometry. Source: the OMol25 dataset; level of theory: the ωB97M-V functional and the def2-TZVPD basis.

```
79
Properties=species:S:1:pos:R:3:forces:R:3
Pt -0.456825 0.784123 -0.130907 -0.5 0.7 -0.6
F 0.245425 0.660222 2.466341 0.2 0.1 0.0
B 0.232838 0.209931 3.841713 0.0 0.0 0.1
F -0.752745 0.952804 4.507417 0.0 0.0 0.0
F 1.501717 0.482904 4.368493 0.0 0.0 0.0
F -0.050409 -1.150245 3.854203 0.0 0.1 0.0
C 3.225212 -1.117719 -1.018296 0.0 0.1 -0.1
C 1.750528 -0.898699 -1.379372 0.1 0.4 -0.1
C 1.626007 -0.111195 -2.691908 0.0 -0.1 0.0
C 1.063525 -2.260481 -1.515565 0.1 -0.1 0.0
C 1.100056 -0.125377 -0.276330 -0.4 -0.8 0.4
H 3.718601 -1.690947 -1.804913 0.0 0.0 0.0
H 3.320258 -1.671381 -0.083115 0.0 0.0 0.0
H 3.752758 -0.167054 -0.912605 0.0 0.0 0.0
H 2.041322 -0.703455 -3.509654 0.0 0.0 0.0
H 2.177114 0.830478 -2.636807 0.0 0.0 0.0
H 0.584158 0.115353 -2.916593 0.0 0.0 0.0
H 1.568693 -2.827020 -2.300919 0.0 0.0 0.0
H 0.022589 -2.141984 -1.779359 -0.1 0.0 0.0
H 1.124892 -2.829229 -0.586978 0.0 0.0 0.0
H 1.660830 -0.005541 0.662910 -0.1 -0.3 0.1
C -2.096449 -2.976868 -0.340944 -0.1 0.0 0.0
Si -2.840128 -1.479288 -1.186279 0.0 0.0 0.0
C -2.292577 -1.307681 -2.975653 -0.1 0.0 0.0
C -4.690619 -1.788787 -1.236052 0.0 0.0 0.0
C -2.369080 0.023131 -0.165392 0.7 -0.4 0.1
Si -3.205297 1.711472 -0.548125 -0.1 -0.2 -0.1
C -2.916687 2.907960 0.867865 0.1 0.0 0.0
C -2.573507 2.412441 -2.176351 0.0 0.1 0.0
C -5.059287 1.494010 -0.692956 0.0 0.1 0.1
H -2.137861 -3.858398 -0.986793 0.0 0.0 0.0
H -2.662370 -3.201459 0.566744 0.0 0.0 0.0
H -1.067784 -2.817023 -0.034779 0.0 0.0 0.0
H -2.690329 -2.136909 -3.567048 0.0 0.0 0.0
H -1.212177 -1.306852 -3.095568 0.1 0.1 0.0
H -2.670964 -0.379716 -3.412026 0.0 0.0 0.0
H -4.880982 -2.779280 -1.658099 0.0 0.0 0.0
H -5.220975 -1.062967 -1.851268 0.0 -0.1 0.0
H -5.128209 -1.764118 -0.235388 0.0 0.0 0.0
H -2.550631 -0.266413 0.880732 -0.1 0.0 0.0
H -1.889685 2.927620 1.240602 0.0 0.0 0.0
H -3.558452 2.629809 1.707699 0.0 0.0 0.0
H -3.181645 3.924326 0.563658 0.0 0.0 0.0
H -1.518213 2.191446 -2.353515 0.0 0.0 0.0
H -2.686299 3.500001 -2.196573 0.0 0.0 0.0
H -3.142182 2.000868 -3.013849 0.0 0.0 0.0
H -5.468584 0.958056 0.165254 0.0 0.0 0.0
H -5.355949 0.970684 -1.599621 0.0 0.0 0.0
H -5.513670 2.489162 -0.711069 0.0 0.0 0.0
O 0.363601 2.683293 0.019981 0.0 0.4 0.0
S 1.804206 3.189118 0.015309 0.1 -0.1 0.2
C 2.254097 3.418271 1.763253 0.0 -0.1 0.1
C 1.332200 4.304247 2.543496 0.0 0.0 0.0
C 0.188476 3.768331 3.124635 -0.1 0.0 0.0
C -0.677955 4.589734 3.832739 0.0 0.0 0.0
C -0.406784 5.943499 3.963551 0.0 0.0 0.0
C 0.741368 6.480901 3.393801 0.0 0.0 0.0
C 1.608745 5.663343 2.687475 0.0 0.0 0.0
C 1.587034 4.886386 -0.514126 0.0 0.0 0.0
C 1.043609 4.925418 -1.918965 0.0 0.0 0.0
C -0.061749 5.720469 -2.194225 0.0 0.0 0.0
C -0.577417 5.785602 -3.480795 0.0 0.0 0.0
C 0.000240 5.043174 -4.499372 0.0 0.0 0.0
C 1.101233 4.241872 -4.229448 0.0 0.0 0.0
C 1.623567 4.187294 -2.946823 0.0 0.0 0.0
H 3.285441 3.780507 1.739990 0.0 0.0 0.0
H 2.254062 2.396209 2.152903 0.0 0.0 0.0
H -0.022143 2.711209 3.039249 0.0 0.0 0.0
H -1.556650 4.151063 4.286941 0.0 0.0 0.0
H -1.080434 6.581299 4.521367 0.0 0.0 0.0
H 0.965816 7.533355 3.510044 0.0 0.0 0.0
H 2.514616 6.081020 2.259829 0.0 0.0 0.0
H 2.563359 5.369718 -0.418096 0.0 0.0 0.0
H 0.894971 5.342853 0.194132 0.0 0.0 0.0
H -0.525785 6.286111 -1.394816 0.0 0.0 0.0
H -1.438391 6.409121 -3.683356 0.0 0.0 0.0
H -0.407333 5.085365 -5.500779 0.0 0.0 0.0
H 1.555420 3.658842 -5.020042 0.0 0.0 0.0
H 2.487543 3.562905 -2.747031 0.0 0.0 0.0
```
Forces are in eV/Å.

Values from the calculation:
- multiplicity = 1
- HOMO-LUMO gap (eV) = 7.85
- relative energy (zero: lowest compared OMol25 entry of this formula, charge and spin) (eV) = 1.488
- HOMO level (eV) = -9.009
- E_tot (eV) = -71096.146
- M (u) = 741.8
- lowest unoccupied orbital energy (eV) = -1.2